C23H22ClFN4O3S | ωB97M-V/def2-TZVPD

Geometry as XYZ:
```
55
Properties=species:S:1:pos:R:3:mulliken_charge:R:1
O -2.1757 -1.8343 -1.4211 -0.688
C -2.4773 -1.1427 -0.4759 0.643
N -3.7711 -0.8017 -0.1389 -0.075
C -4.9586 -1.1701 -0.7724 0.520
C -4.9958 -1.9900 -1.8981 -0.241
C -6.2072 -2.3168 -2.4774 -0.654
C -7.3768 -1.8232 -1.9305 0.288
C -7.3660 -1.0075 -0.8139 -0.554
C -6.1529 -0.6842 -0.2390 -0.649
H -6.1314 -0.0480 0.6346 0.314
H -8.2935 -0.6366 -0.4077 0.425
F -8.5610 -2.1431 -2.4982 -0.332
H -6.2490 -2.9509 -3.3485 0.414
H -4.0754 -2.3655 -2.3109 0.460
H -3.9025 -0.2093 0.6689 0.114
N -1.5752 -0.6010 0.4076 -0.087
C -0.1793 -0.6086 0.3174 -0.353
C 0.5297 0.1868 1.2004 -0.258
C 1.9115 0.2899 1.1652 0.246
C 2.6689 -0.5654 0.3420 0.819
C 1.9210 -1.2883 -0.6194 -1.092
C 0.5485 -1.2992 -0.6526 -0.970
H 0.0260 -1.8487 -1.4171 0.481
H 2.4455 -1.8296 -1.3887 0.490
N 4.0068 -0.7441 0.4506 0.122
C 4.6891 -1.8797 -0.1474 -0.637
H 5.2083 -1.5670 -1.0613 0.256
H 3.9917 -2.6811 -0.3911 0.440
C 5.6885 -2.3226 0.9182 -0.809
H 5.1888 -2.9559 1.6522 0.297
H 6.5285 -2.8700 0.4964 0.394
C 6.0961 -0.9993 1.5529 -0.678
H 6.4838 -1.1145 2.5621 0.376
H 6.8574 -0.5133 0.9425 0.293
C 4.8047 -0.1802 1.5287 -0.861
H 5.0139 0.8734 1.3466 0.318
H 4.2512 -0.2515 2.4734 0.480
S 2.5000 1.7732 1.9885 1.331
O 3.5815 2.3586 1.2529 -0.670
O 2.6551 1.5972 3.4020 -0.714
N 1.1873 2.8374 1.8294 -0.396
C 0.5235 2.9571 0.6183 -0.666
C 1.2480 3.0052 -0.5720 -0.234
C 0.6010 3.0978 -1.7881 -0.823
C -0.7820 3.1544 -1.8494 -0.479
C -1.5214 3.1138 -0.6810 -0.510
C -0.8700 3.0088 0.5333 0.928
Cl -1.8180 2.9040 1.9907 -0.209
H -2.5995 3.1525 -0.7084 0.447
H -1.2878 3.2263 -2.7989 0.410
H 1.1819 3.1282 -2.6966 0.404
H 2.3227 2.9636 -0.5086 0.624
H 0.6005 2.8632 2.6520 0.426
H -0.0058 0.7573 1.9426 0.695
H -1.9280 -0.0050 1.1434 0.187
```

Properties
SMILES string = O=C(Nc1ccc(F)cc1)Nc1ccc(N2CCCC2)c(S(=O)(=O)Nc2ccccc2Cl)c1
LUMO energy = 0.22 eV
spin multiplicity = 1
HOMO energy = -7.5 eV
frontier orbital gap = 7.7419 eV
strongest force on any atom = 1.0 eV/Å

---

C23H22N2O4S | ωB97M-V/def2-TZVPD

Geometry as XYZ:
```
52
Properties=species:S:1:pos:R:3:mulliken_charge:R:1
C 3.4136 2.5112 5.5393 -0.991
H 4.4703 2.4801 5.8020 0.243
O 3.3162 1.8514 4.3019 -0.367
C 2.0746 1.6883 3.7396 0.859
C 0.9138 2.2211 4.2865 -0.312
C -0.3090 2.0601 3.6594 -1.511
C -0.3946 1.3655 2.4703 -0.322
C 0.7470 0.8104 1.9159 0.139
C 1.9892 0.9571 2.5415 0.049
O 3.0448 0.3889 1.8791 -0.416
C 4.1525 -0.0943 2.6103 -0.878
H 4.8153 0.7143 2.9245 0.253
H 4.6830 -0.7557 1.9247 0.293
H 3.8350 -0.6626 3.4873 0.343
C 0.7095 0.0334 0.6291 -0.048
N -0.6664 -0.2443 0.1979 0.584
N -0.8284 0.0220 -1.1197 -0.630
C 0.2080 0.6018 -1.6062 -0.016
C 0.2767 1.0165 -2.9898 0.757
C 1.3706 1.7327 -3.4781 -0.381
C 1.4219 2.1053 -4.8084 -0.788
C 0.3895 1.7704 -5.6688 -0.357
C -0.7013 1.0577 -5.1923 -0.684
C -0.7605 0.6822 -3.8662 -0.289
H -1.5990 0.1249 -3.4781 0.457
H -1.5069 0.7951 -5.8623 0.395
H 0.4340 2.0634 -6.7072 0.389
H 2.2719 2.6610 -5.1768 0.389
H 2.1782 2.0016 -2.8142 0.388
C 1.3009 0.7908 -0.5776 -0.804
H 2.2579 0.3852 -0.9006 0.420
H 1.4296 1.8495 -0.3420 0.501
S -1.4100 -1.6978 0.6907 1.435
O -0.3663 -2.6313 1.0081 -0.722
O -2.3595 -1.3861 1.7146 -0.723
C -2.2538 -2.1753 -0.8107 0.068
C -3.5381 -1.7220 -1.0313 -0.319
C -4.1676 -2.0473 -2.2214 -0.627
C -3.5032 -2.8131 -3.1672 -0.426
C -2.2148 -3.2657 -2.9279 -0.669
C -1.5820 -2.9452 -1.7383 -0.339
H -0.5829 -3.2836 -1.5136 0.456
H -1.7044 -3.8641 -3.6672 0.411
H -3.9935 -3.0609 -4.0971 0.403
H -5.1721 -1.7018 -2.4134 0.410
H -4.0186 -1.1292 -0.2699 0.434
H 1.2195 -0.9268 0.7838 0.523
H -1.3423 1.2224 1.9779 0.481
H -1.1945 2.4846 4.1060 0.361
H 0.9581 2.7779 5.2085 0.417
H 2.8335 2.0027 6.3159 0.395
H 3.0918 3.5552 5.4673 0.367
```

Properties
SMILES string = COc1cccc([C@@H]2CC(c3ccccc3)=NN2S(=O)(=O)c2ccccc2)c1OC
LUMO energy = 0.57 eV
spin multiplicity = 1
HOMO energy = -8.2 eV
frontier orbital gap = 8.7718 eV
strongest force on any atom = 1.6 eV/Å
relative energy (zero: lowest compared OMol25 entry of this formula, charge and spin) = 3.744 eV

---

C23H22N3O4S2Y | ωB97M-V/def2-TZVPD

Geometry as XYZ:
```
55
Properties=species:S:1:pos:R:3:mulliken_charge:R:1
Y -0.2593 0.4586 -0.6047 0.997
C -1.2059 -2.4929 0.9696 -1.308
N 0.0701 -1.8353 0.6057 0.922
C 0.7274 -1.3159 1.8273 -0.626
C 1.9843 -0.5416 1.4757 -1.217
N 1.6592 0.8009 0.9450 0.829
C 2.8330 1.3637 0.2374 -1.299
C 1.1998 1.7424 1.9706 0.014
C 1.7130 1.7146 3.2636 -0.252
C 1.2813 2.6180 4.2196 -0.921
C 0.3367 3.5764 3.8745 -0.643
C -0.1437 3.6380 2.5782 -0.804
C 0.2875 2.7374 1.5953 0.701
S -0.2255 2.9912 -0.0795 -0.590
C 0.9267 -2.8026 -0.0807 -0.940
C 1.3170 -3.9549 0.5970 -0.172
C 2.1098 -4.9094 -0.0116 -0.995
C 2.5138 -4.7092 -1.3266 -0.558
C 2.1303 -3.5640 -2.0011 -0.674
C 1.3384 -2.5779 -1.3929 1.324
S 0.9428 -1.1157 -2.3045 -0.623
H -1.0344 -3.3277 1.6554 0.380
H -1.6730 -2.8792 0.0650 0.320
H -1.8703 -1.7731 1.4367 0.397
H 0.9705 -2.1291 2.5163 0.531
H 0.0142 -0.6629 2.3370 0.619
H 2.5332 -1.0747 0.7000 0.753
H 2.6395 -0.4847 2.3439 0.180
H 3.6966 1.4073 0.9079 0.334
H 2.5871 2.3658 -0.1052 0.350
H 3.0693 0.7378 -0.6244 0.420
H 2.4473 0.9738 3.5488 0.315
H 1.6757 2.5651 5.2264 0.404
H -0.0195 4.2810 4.6166 0.381
H -0.8680 4.3898 2.2919 0.446
H 0.9921 -4.1151 1.6183 0.249
H 2.4024 -5.7993 0.5311 0.383
H 3.1334 -5.4459 -1.8236 0.375
H 2.4496 -3.3951 -3.0225 0.434
O -0.6988 2.0905 -4.9669 -0.462
C -0.7593 1.7368 -3.6856 0.332
O 0.2104 1.6276 -2.9744 -0.533
C -2.1499 1.5302 -3.1767 0.560
C -3.2862 1.9504 -3.8304 -0.791
C -4.5032 1.8206 -3.1641 -0.272
C -4.5301 1.2887 -1.8894 -0.892
C -3.3345 0.8699 -1.3232 0.486
N -2.1768 0.9869 -1.9615 0.065
C -3.2645 0.3504 0.1082 0.315
O -4.3015 0.0819 0.6754 -0.696
O -2.0557 0.2665 0.5623 -0.406
H 0.2396 2.2179 -5.1842 0.389
H -3.2157 2.3857 -4.8173 0.506
H -5.4174 2.1554 -3.6373 0.441
H -5.4386 1.1846 -1.3123 0.519
```

Properties
LUMO energy = -0.70 eV
spin multiplicity = 1
HOMO energy = -7.5 eV
frontier orbital gap = 6.7800 eV
strongest force on any atom = 0.9 eV/Å
relative energy (zero: lowest compared OMol25 entry of this formula, charge and spin) = 0.261 eV

---

C23H22N4NiO4Se2 | ωB97M-V/def2-TZVPD

Geometry as XYZ:
```
56
Properties=species:S:1:pos:R:3:mulliken_spin:R:1
Ni 1.6494 0.1906 0.6308 0.928
O 1.7473 -3.5742 2.3154 0.000
C 1.5306 -2.4491 1.8214 -0.001
N 2.1174 -1.7689 0.8640 0.027
C 3.2294 -2.1807 0.1366 0.012
C 3.7322 -3.4782 0.0940 -0.002
C 4.8453 -3.7849 -0.6886 0.002
C 5.4706 -2.7974 -1.4296 0.001
C 4.9900 -1.4878 -1.3990 0.000
C 3.8765 -1.1593 -0.6320 -0.009
N 3.3116 0.1111 -0.5276 0.028
C 3.8282 1.2248 -0.9842 -0.004
O 4.8705 1.4796 -1.6252 0.000
C 2.9307 2.4159 -0.6297 -0.005
C 3.0977 3.6201 -1.3047 0.000
C 2.2578 4.6774 -1.0124 -0.005
C 1.2848 4.5138 -0.0370 0.005
C 1.1978 3.2856 0.5967 -0.003
N 1.9968 2.2569 0.3182 0.033
C 0.3537 -1.6570 2.4001 -0.011
C -0.6392 -2.3353 3.0996 0.007
C -1.7396 -1.6377 3.5515 -0.002
C -1.8105 -0.2696 3.3133 0.002
C -0.7669 0.3291 2.6323 -0.009
N 0.2974 -0.3383 2.1851 0.028
H 3.2407 -4.2330 0.6906 0.000
H 5.2207 -4.8027 -0.7082 0.000
H 6.3404 -3.0337 -2.0341 0.000
H 5.4710 -0.6984 -1.9587 0.000
H 3.8828 3.6721 -2.0452 0.000
H 2.3483 5.6158 -1.5491 -0.001
H 0.5893 5.3020 0.2184 -0.002
H 0.4487 3.1084 1.3596 -0.001
H -0.5198 -3.4010 3.2271 0.001
H -2.5455 -2.1527 4.0619 -0.001
H -2.6589 0.3237 3.6312 0.000
H -0.7880 1.3898 2.4056 0.003
O -4.0003 1.3534 -3.0605 0.000
C -3.8149 0.0675 -2.4566 0.007
C -3.9067 0.1178 -0.9351 -0.048
C -5.2821 0.6330 -0.4960 0.007
O -6.3975 -0.1209 -0.9824 0.000
C -2.8812 1.1023 -0.3571 0.012
Se -1.0441 0.8817 -0.9867 0.465
C -3.6480 -1.2758 -0.3624 0.006
Se -1.8534 -1.9690 -0.7603 0.551
H -3.1483 1.7951 -2.9463 0.003
H -2.8428 -0.3385 -2.7364 -0.004
H -4.5790 -0.5999 -2.8683 0.002
H -5.3902 1.6780 -0.8017 -0.003
H -5.3454 0.5828 0.5937 0.000
H -6.3226 -0.1234 -1.9431 0.000
H -2.8965 1.0149 0.7360 -0.018
H -3.1802 2.1250 -0.6033 0.001
H -4.3914 -1.9784 -0.7459 0.010
H -3.7651 -1.2228 0.7239 -0.012
```

Properties
LUMO energy (spin up / spin down) = 4.56 / 4.54 eV
spin multiplicity = 3
HOMO energy (spin up / spin down) = -0.7 / -0.6 eV
<S²> = 2.0180
total charge = -2
frontier orbital gap (spin up / spin down) = 5.2782 / 5.1037 eV
strongest force on any atom = 0.5 eV/Å